# 1
This record from OMol25 describes C44H39BIrNO4SeTe as an isolated structure. The level of theory is wB97M-V/def2-TZVPD.

E_tot = -132093.8501 eV

ORCA input file:
```
! wB97M-V def2-TZVPD RIJCOSX def2/J DEFGRID3
* xyz 0 1
Ir -0.564 -1.820 0.043
C 5.958 -0.987 3.111
C 4.744 -0.993 2.234
C 4.834 -0.635 0.890
C 3.741 -0.716 0.055
C 3.928 -0.451 -1.396
O 4.551 0.506 -1.811
C 3.371 -1.483 -2.305
C 3.265 -2.816 -1.912
C 2.785 -3.762 -2.797
C 2.407 -3.387 -4.076
C 2.511 -2.064 -4.472
C 3.001 -1.116 -3.595
C 2.440 -1.042 0.548
O 1.450 -1.079 -0.257
C 2.335 -1.270 1.965
C 3.503 -1.328 2.739
C 1.058 -1.287 2.633
N -0.042 -0.987 2.018
C -1.206 -0.526 2.741
C -1.555 0.843 2.214
Te -1.755 0.723 -0.242
C -2.378 0.202 -2.338
C -1.623 -0.706 -3.059
C -2.111 -1.192 -4.260
C -3.345 -0.778 -4.729
C -4.106 0.114 -3.991
C -3.625 0.596 -2.785
C 1.050 -1.596 4.092
C 0.674 -2.874 4.486
C 0.683 -3.213 5.827
C 1.070 -2.283 6.778
C 1.430 -1.004 6.391
C 1.409 -0.657 5.052
H 6.864 -0.955 2.512
H 5.974 -1.875 3.737
H 5.946 -0.117 3.766
H 5.786 -0.339 0.471
H 3.581 -3.113 -0.922
H 2.714 -4.797 -2.494
H 2.041 -4.134 -4.764
H 2.223 -1.776 -5.471
H 3.109 -0.083 -3.891
H 3.431 -1.604 3.782
H -1.005 -0.470 3.825
H -2.037 -1.223 2.590
H -0.757 1.565 2.371
H -2.509 1.200 2.589
H -0.662 -1.035 -2.674
H -1.530 -1.906 -4.824
H -3.715 -1.159 -5.668
H -5.081 0.423 -4.341
H -4.216 1.275 -2.184
H 0.388 -3.597 3.738
H 0.387 -4.207 6.131
H 1.090 -2.559 7.821
H 1.730 -0.272 7.126
H 1.673 0.344 4.745
O -3.257 -3.743 -0.614
B -2.468 -2.652 -0.264
O -3.387 -1.537 -0.111
C -4.633 -1.988 -0.366
C -5.837 -1.317 -0.341
C -6.975 -2.054 -0.638
C -6.894 -3.401 -0.961
C -5.682 -4.076 -0.985
C -4.550 -3.349 -0.680
H -5.883 -0.268 -0.089
H -7.940 -1.569 -0.618
H -7.796 -3.945 -1.202
H -5.621 -5.122 -1.240
C 0.164 7.879 -0.640
C 0.228 6.388 -0.780
C 1.364 5.670 -0.444
C 1.414 4.287 -0.545
C 2.690 3.570 -0.222
C 0.277 3.599 -0.988
Se 0.417 1.638 -1.009
C -0.852 4.307 -1.404
C -2.063 3.653 -1.993
C -0.860 5.689 -1.276
H 1.148 8.296 -0.445
H -0.497 8.152 0.183
H -0.238 8.329 -1.547
H 2.241 6.197 -0.098
H 3.443 4.270 0.129
H 3.066 3.062 -1.112
H 2.536 2.804 0.539
H -1.797 2.786 -2.595
H -2.604 4.358 -2.618
H -2.737 3.327 -1.197
H -1.738 6.237 -1.589
*
```



# 2
This record from OMol25 describes one molecule with the formula C14H18O4. The level of theory is wB97M-V/def2-TZVPD.

Structure (SMILES) = C/C=C/C=C/C(=O)CC[C@@]1(C)OC(=O)C(C)=C1O
Energy above the lowest of the compared OMol25 structures with the same formula, charge and spin = 3.549 eV
E_tot = -22997.5331 eV

ORCA input file:
```
! wB97M-V def2-TZVPD RIJCOSX def2/J DEFGRID3
* xyz 0 1
O -0.623 -1.484 -1.571
O 0.341 2.900 2.066
O 1.535 -3.077 2.395
O -0.941 -1.048 0.656
C -0.362 -1.734 -0.388
C 0.355 2.005 1.270
C 0.652 -2.575 0.061
C 0.713 -2.434 1.432
C -0.091 2.084 -0.165
C -0.582 3.308 -0.709
C -0.877 3.414 -2.137
C -0.612 2.501 -3.172
C 1.482 -3.481 -0.654
C -0.829 3.067 -4.565
C -1.420 -2.111 2.796
C 1.078 0.655 1.646
C 0.280 -0.224 2.582
C -0.380 -1.439 1.922
H 1.894 -3.886 2.098
H 0.001 1.140 -0.775
H -0.641 4.251 -0.138
H -1.425 4.343 -2.457
H -0.107 1.540 -2.952
H 2.422 -3.573 -0.168
H 1.533 -3.054 -1.634
H 0.901 -4.454 -0.752
H -1.154 4.120 -4.561
H -1.731 2.600 -4.946
H 0.027 2.882 -5.190
H -2.271 -1.437 3.061
H -0.942 -2.549 3.629
H -1.886 -2.865 2.067
H 1.248 0.011 0.759
H 2.058 0.881 2.093
H 0.937 -0.564 3.396
H -0.583 0.289 3.005
*
```



# 3
This record from OMol25 describes an isolated ion of composition C4H10NOS and charge +1. The level of theory is wB97M-V/def2-TZVPD.

Structure (SMILES) = CC(=O)SCC[NH3+]
Energy above the lowest of the compared OMol25 structures with the same formula, charge and spin = 1.274 eV
E_tot = -18675.8321 eV

ORCA input file:
```
! wB97M-V def2-TZVPD RIJCOSX def2/J DEFGRID3
* xyz 1 1
C 0.784 0.729 1.700
C 0.452 1.507 0.449
C -0.601 -0.590 -1.275
C -0.792 -0.880 -2.644
N 0.185 -0.631 1.712
O -1.312 -0.944 -0.324
S 0.936 0.369 -1.007
H 1.843 0.665 1.976
H 0.350 1.266 2.482
H -0.556 1.758 0.310
H 1.108 2.350 0.364
H -1.592 -0.123 -2.769
H -1.161 -1.886 -2.938
H 0.110 -0.693 -3.230
H 0.954 -1.195 1.630
H -0.043 -0.878 2.646
H -0.665 -0.822 0.918
*
```



| no. | molar mass (g/mol) |
| --- | --- |
| 1 | 1055.4 |
| 2 | 250.3 |
| 3 | 120.2 |